# 1
Formula: C3H8N2O2
Source: the OMol25 dataset
Level of theory: wB97M-V/def2-TZVPD

The value obtained for the molar mass is 104.11 g mol⁻¹. The calculation puts the LUMO energy at 0.901 eV. The calculation puts the relative energy (zero: lowest compared OMol25 entry of this formula, charge and spin) at 126.2 kcal per mole. As for the SMILES: C/N=[N+](\[O-])COC. For the highest occupied orbital energy, the calculation gives -0.3483 hartree. As for the HOMO-LUMO gap: 0.3814 Ha. For the energy, the calculation gives -10311.481 eV.

Geometry as ORCA input:
```
! wB97M-V def2-TZVPD RIJCOSX def2/J DEFGRID3
* xyz 0 1
C -2.1124 0.8268 0.3389
N -0.6900 0.5641 0.1422
N 0.0896 1.2452 0.7397
O -0.0354 2.0549 1.6351
C 1.7024 0.8063 0.4444
O 1.6671 -0.0139 -0.6299
C 1.4706 -1.4367 -0.4271
H -2.6930 0.5202 -0.4689
H -2.2541 1.7254 0.8590
H -2.4678 0.1825 1.1258
H 2.0680 0.4460 1.5379
H 2.1490 1.8250 0.1093
H 2.3125 -2.0211 -0.2542
H 1.0964 -1.7905 -1.4255
H 0.7922 -1.6509 0.3398
*
```

***

# 2
Formula: C5H13N2
Source: the OMol25 dataset
Level of theory: wB97M-V/def2-TZVPD

The value obtained for the molar mass is 101.17 g mol⁻¹. The calculation puts the LUMO energy at -6.522 eV. The calculation puts the relative energy (zero: lowest compared OMol25 entry of this formula, charge and spin) at 110.5 kcal per mole. For the highest occupied orbital energy, the calculation gives -0.4839 hartree. As for the HOMO-LUMO gap: 0.2443 Ha. For the energy, the calculation gives -8366.018 eV.

Geometry as ORCA input:
```
! wB97M-V def2-TZVPD RIJCOSX def2/J DEFGRID3
* xyz 1 1
C 0.8596 -0.4429 -0.2283
C 0.4449 0.9209 -0.5473
C -0.6470 -0.0756 0.1377
C -1.7135 -0.4121 -0.6854
N -2.9822 0.0749 -0.2251
C -0.7806 0.1592 1.6395
N 3.9319 -0.1565 -0.1206
H 0.8472 -1.2087 -0.9975
H 1.5421 -0.5837 0.5978
H 0.1540 1.0926 -1.5760
H 0.8368 1.7756 -0.0142
H -1.8659 -1.3335 -1.2421
H -3.4440 -0.6486 0.3283
H -3.5555 0.2275 -1.0576
H -0.5600 -0.7624 2.1841
H -1.8257 0.4456 1.8066
H -0.1248 0.9263 2.0460
H 4.5299 -0.9570 -0.2741
H 3.3691 -0.0511 -0.9477
H 4.4925 0.6723 0.0369
*
```

***

# 3
Formula: C2H8N2O2
Source: the OMol25 dataset
Level of theory: wB97M-V/def2-TZVPD

The value obtained for the molar mass is 92.10 g mol⁻¹. The calculation puts the LUMO energy at 0.556 eV. The calculation puts the relative energy (zero: lowest compared OMol25 entry of this formula, charge and spin) at 51.0 kcal per mole. As for the SMILES: CC(=O)NN.O. For the highest occupied orbital energy, the calculation gives -0.3148 hartree. As for the HOMO-LUMO gap: 0.3352 Ha. For the energy, the calculation gives -9277.699 eV.

Geometry as ORCA input:
```
! wB97M-V def2-TZVPD RIJCOSX def2/J DEFGRID3
* xyz 0 1
C -1.4607 0.9515 0.6979
C 0.0216 0.6444 0.5846
O 0.6576 0.3020 1.5713
N 0.5762 0.8156 -0.6594
N 1.7458 0.2024 -1.0361
H -1.7534 2.0220 0.5306
H -2.0781 0.3369 -0.0033
H -1.6669 0.6905 1.6500
H 0.0611 1.5218 -1.1253
H 1.6175 -0.5887 -1.6509
H 2.3128 -0.1148 -0.2712
O -0.0500 -1.8543 -0.0744
H -0.6804 -2.4818 -0.3810
H 0.6969 -2.4474 0.1673
*
```

***

# 4
Formula: C6H18IO6
Source: the OMol25 dataset
Level of theory: wB97M-V/def2-TZVPD

The value obtained for the molar mass is 313.11 g mol⁻¹. The calculation puts the LUMO energy at 3.146 eV. The calculation puts the relative energy (zero: lowest compared OMol25 entry of this formula, charge and spin) at 172.1 kcal per mole. For the highest occupied orbital energy, the calculation gives -0.1401 hartree. As for the HOMO-LUMO gap: 0.2557 Ha. For the energy, the calculation gives -26894.378 eV.

Geometry as ORCA input:
```
! wB97M-V def2-TZVPD RIJCOSX def2/J DEFGRID3
* xyz -1 1
I 0.0006 0.7943 -1.0796
C 1.1625 3.9421 0.0456
C -0.3215 4.0918 0.3626
O -1.1427 3.4524 -0.5657
O 1.6348 2.6493 0.4697
H 1.6821 4.7494 0.5615
H 1.3882 4.1325 -1.0037
H -0.4560 5.1734 0.3497
H -0.5351 3.6968 1.3558
H -0.9002 2.5273 -0.6494
H 1.4374 1.9991 -0.2085
C -1.7176 -1.6211 1.8783
C -1.8532 -0.3402 1.0645
O -1.9776 -0.6322 -0.3471
O -2.8819 -2.4710 1.6740
H -1.5303 -1.2992 2.9026
H -0.8062 -2.1564 1.6121
H -1.0532 0.3562 1.3158
H -2.7853 0.1638 1.3200
H -1.6209 0.1694 -0.7368
H -2.9826 -2.9690 2.4886
C 1.7146 -3.4128 -1.4180
C 1.3202 -1.9567 -1.7137
O 0.4788 -1.5377 -0.6369
O 2.6323 -3.3601 -0.2941
H 2.2000 -3.8968 -2.2655
H 0.8607 -4.0749 -1.2747
H 0.7736 -1.9950 -2.6559
H 2.1820 -1.2918 -1.7705
H 0.2673 -0.6019 -0.6731
H 2.8292 -4.2810 -0.1077
*
```

***

# 5
Formula: C15H22N2O4
Source: the OMol25 dataset
Level of theory: wB97M-V/def2-TZVPD

The value obtained for the molar mass is 294.35 g mol⁻¹. The calculation puts the LUMO energy at 0.709 eV. The calculation puts the relative energy (zero: lowest compared OMol25 entry of this formula, charge and spin) at 123.1 kcal per mole. As for the SMILES: O=C([C@H](CO)NC(=O)[C@H]1C[C@@]2(C1)C[C@]21CC1)N1CCCO1. For the highest occupied orbital energy, the calculation gives -0.3329 hartree. As for the HOMO-LUMO gap: 0.3590 Ha. For the energy, the calculation gives -27078.740 eV.

Geometry as ORCA input:
```
! wB97M-V def2-TZVPD RIJCOSX def2/J DEFGRID3
* xyz 0 1
O 1.4850 1.8835 1.6371
C 1.1717 2.2315 0.5052
C 0.0941 1.4890 -0.2716
C -1.2766 2.0151 0.1532
O -1.3240 3.4127 -0.1113
N 0.2153 0.0922 0.0759
C -0.2845 -0.8892 -0.7154
O -0.8697 -0.6473 -1.7592
C -0.0312 -2.3002 -0.2465
C 0.8293 -3.1627 -1.2140
C -0.2069 -4.2742 -1.0738
C -1.2001 -3.2993 -0.4445
C 0.0443 -5.6775 -0.5655
C -0.4790 -5.4229 -1.9345
C -1.5660 -5.9181 -2.8019
C -0.1289 -5.8602 -3.3014
N 1.8203 3.2168 -0.1376
C 2.7239 4.1822 0.4313
C 1.9886 5.4762 0.0702
C 1.3690 5.1218 -1.2833
O 1.3814 3.6786 -1.3767
H 0.2123 1.6099 -1.3453
H -2.0377 1.4714 -0.4111
H -1.4036 1.8138 1.2223
H -2.2008 3.7341 0.1146
H 0.6556 -0.1133 0.9594
H 0.3636 -2.3183 0.7694
H 0.8388 -2.7317 -2.2161
H 1.8469 -3.3851 -0.8950
H -1.7159 -3.6270 0.4578
H -1.9164 -2.9080 -1.1676
H 1.0682 -6.0219 -0.4729
H -0.6337 -6.0570 0.1906
H -2.0019 -6.8857 -2.5917
H -2.2471 -5.1807 -3.2084
H 0.1013 -5.1022 -4.0400
H 0.4152 -6.7885 -3.4186
H 2.8141 3.9975 1.4975
H 3.7042 4.1094 -0.0438
H 1.2108 5.6606 0.8099
H 2.6365 6.3484 0.0130
H 0.3417 5.4689 -1.3893
H 1.9683 5.4910 -2.1157
*
```

***

# 6
Formula: C7H15Cl2O3P
Source: the OMol25 dataset
Level of theory: wB97M-V/def2-TZVPD

The value obtained for the molar mass is 249.07 g mol⁻¹. The calculation puts the LUMO energy at 0.563 eV. The calculation puts the relative energy (zero: lowest compared OMol25 entry of this formula, charge and spin) at 0.0 kcal per mole. As for the SMILES: COC[C@@](CCCCl)(OC)P(O)Cl. For the highest occupied orbital energy, the calculation gives -0.3214 hartree. As for the HOMO-LUMO gap: 0.3421 Ha. For the energy, the calculation gives -47977.509 eV.

Geometry as ORCA input:
```
! wB97M-V def2-TZVPD RIJCOSX def2/J DEFGRID3
* xyz 0 1
C -1.8861 -1.6818 -1.3545
O -1.8133 -1.4779 0.0439
C -1.6311 -0.1278 0.4354
C -0.1305 0.2593 0.7350
C 0.2108 1.5659 -0.0925
C 1.4137 1.4529 -1.0759
C 1.0558 0.7170 -2.4197
Cl 0.8718 1.9868 -3.7432
O 0.0500 0.7276 2.0883
C -0.2345 -0.2302 3.0811
P 1.0880 -1.1339 0.3611
O 2.4601 -0.6272 1.2259
Cl 0.5695 -2.9202 1.3014
H -2.0197 -0.7702 -1.9656
H -2.7447 -2.3475 -1.5711
H -0.9670 -2.2056 -1.6950
H -2.1028 0.5254 -0.3203
H -2.2310 0.0118 1.3586
H -0.6479 1.9217 -0.6864
H 0.4605 2.3962 0.5955
H 1.6339 2.4939 -1.3922
H 2.3559 1.0953 -0.6349
H 0.0911 0.1953 -2.3744
H 1.8815 0.0817 -2.7720
H -1.1998 -0.7599 2.9839
H -0.2880 0.3292 4.0391
H 0.5752 -0.9733 3.2433
H 3.1789 -0.5046 0.6054
*
```